[1]
81
Properties=species:S:1:pos:R:3:forces:R:3 method="wB97M-V/def2-TZVPD" de_lowest_kcal_mol=0.0 charge=+1 orbital_gap_ev=5.29 homo_ev=-9.30 e_tot_ev=-48464.0247
C -2.142758 0.052484 -1.149240 -0.3981 0.3045 0.0658
B -3.693636 -0.164270 -1.088636 0.0611 -0.2198 -0.1832
O -4.244038 -1.184604 -0.353900 -0.1750 1.0811 0.4664
C -4.782967 0.749898 -1.875055 -0.4770 -0.1568 0.0017
S -5.699835 -0.488132 -2.852572 -0.0863 0.1158 -0.6533
C -4.125241 1.769177 -2.711987 -0.1239 -0.9259 0.1462
N -3.982353 2.863663 -2.068450 0.1984 0.3001 -0.4090
C -4.535593 2.750493 -0.679967 -0.1760 1.1368 -0.5593
B -4.896012 4.160129 0.023834 0.3513 0.5373 -0.0543
O -3.843825 4.867524 0.571122 -0.5702 -0.3836 0.4842
O -6.147129 4.670052 0.054304 -0.2220 -0.9113 0.0574
C -5.616604 1.706156 -0.951041 1.0767 -0.7959 0.2191
C -6.829708 2.244162 -1.694901 -0.6234 0.0544 0.3994
C -8.175449 1.727175 -1.219842 -0.2659 0.0831 -0.1810
C -8.384784 0.967267 -0.078263 -0.1059 0.0311 -0.1262
C -9.671705 0.575204 0.279564 -0.1602 0.0942 -0.1028
C -10.766468 0.948373 -0.485115 0.0463 0.0006 -0.0842
C -10.572684 1.697557 -1.637969 0.6016 0.0976 0.0245
C -9.287617 2.079680 -1.990234 0.0228 -0.1075 0.1188
H -1.692984 -0.804636 -1.648547 0.1246 -0.1479 0.0570
H -1.743166 0.104553 -0.135230 0.2088 -0.1329 0.0457
H -1.816888 0.947369 -1.674888 0.0863 0.0742 -0.0291
H -3.842530 -1.184537 0.524640 0.1948 -0.7358 -0.0990
H -6.304032 -1.121838 -1.838770 0.2040 0.1153 0.1883
H -3.777772 1.600143 -3.720667 0.1953 0.2814 -0.1486
H -3.513436 3.663079 -2.477467 0.0570 0.1122 0.2289
H -3.669385 2.398109 -0.110958 -0.1550 -0.5169 0.2107
H -3.379830 4.382369 1.261816 0.5100 0.1302 -0.2156
H -6.411532 4.983610 0.926269 0.0566 0.6876 -0.1649
H -5.811237 1.182338 -0.021393 -0.4095 0.0311 0.0407
H -6.763118 2.010395 -2.754032 0.1100 -0.1208 -0.1449
H -6.877341 3.328804 -1.637604 0.1212 0.0969 0.1391
H -7.562800 0.670095 0.553761 0.0497 -0.0802 0.1026
H -9.822445 -0.023807 1.163291 0.0147 -0.0510 0.1414
H -11.767257 0.665295 -0.199643 -0.0590 -0.1210 0.0981
H -11.384555 1.999081 -2.277468 -0.2740 -0.0266 0.0358
H -9.138902 2.670921 -2.883170 0.0169 0.0570 -0.1150
C 5.710288 0.039278 -1.669762 0.0189 -0.0284 0.0156
C 4.368145 0.733361 -1.842164 0.1607 0.0385 0.0933
N 3.270494 -0.186280 -2.079969 -0.1621 -0.0412 -0.0728
C 2.062404 0.464612 -2.540747 -0.0550 0.1031 -0.1976
C 1.363433 1.449652 -1.592586 -0.1769 -0.0272 -0.0245
C 3.089724 -1.223960 -1.079693 0.1397 -0.1866 0.1560
C 2.863182 -0.788905 0.374682 -0.0809 -0.1084 0.0162
H 5.922350 -0.615005 -2.516050 -0.0469 -0.0243 0.0033
H 6.503669 0.785035 -1.613821 -0.0047 0.0108 0.0209
H 5.756238 -0.551865 -0.754510 0.0016 -0.0065 -0.0088
H 4.442884 1.397103 -2.707548 -0.1380 0.0024 -0.0176
H 4.188867 1.379759 -0.968153 0.0433 0.0329 -0.0116
H 1.347053 -0.306240 -2.844546 0.0337 -0.0675 0.0779
H 2.310827 1.002449 -3.461311 0.0830 0.0184 0.0351
H 0.847590 0.934511 -0.782176 0.0719 0.0198 0.0652
H 0.607924 2.015718 -2.146666 0.0331 0.0095 -0.0277
H 2.056180 2.171605 -1.161064 0.0278 -0.0208 0.0071
H 3.966046 -1.876140 -1.104640 0.0499 0.0821 -0.0187
H 2.263092 -1.865881 -1.395655 -0.0556 0.0969 -0.0734
H 3.564630 -0.015209 0.689973 0.0081 0.0087 -0.0279
H 3.006550 -1.644828 1.036746 0.0181 -0.0004 -0.0077
H 1.849398 -0.424597 0.541150 0.0308 0.0953 0.0120
C 7.076428 -0.532525 2.088743 -0.0173 0.0160 -0.0274
C 7.694983 -1.844732 2.548131 -0.0374 0.0590 -0.1590
N 7.023862 -2.426857 3.693307 0.0162 -0.0497 0.1749
C 7.777200 -3.499295 4.322064 0.1976 -0.0439 0.1075
C 8.037832 -4.774008 3.510882 -0.0299 -0.0627 0.0799
C 5.601020 -2.660583 3.536894 -0.2355 0.1261 -0.1009
C 5.142782 -3.557120 2.378090 -0.1206 -0.0358 0.0630
H 7.014282 0.178015 2.914117 -0.0364 -0.0337 0.0300
H 7.694348 -0.088260 1.307211 -0.0018 -0.0160 -0.0158
H 6.075902 -0.670890 1.673714 -0.0071 0.0051 0.0257
H 8.730445 -1.643604 2.833479 0.0107 -0.1147 0.0704
H 7.737186 -2.536099 1.691231 0.0436 0.0387 -0.0339
H 7.280232 -3.767896 5.257903 -0.0969 0.0278 -0.0385
H 8.744674 -3.083969 4.620710 -0.0090 0.0645 -0.0686
H 7.142169 -5.385989 3.412734 -0.0119 0.0178 -0.0642
H 8.785100 -5.384149 4.021555 0.0084 0.0176 0.0051
H 8.421530 -4.556811 2.513691 -0.0108 0.0206 -0.0072
H 5.106279 -1.690295 3.430264 0.0783 0.0240 -0.0483
H 5.213477 -3.063236 4.475746 0.1229 -0.0640 0.0309
H 5.635926 -3.303606 1.438052 0.0267 0.0141 0.0147
H 4.067970 -3.433253 2.225081 0.0006 -0.0015 0.0124
H 5.313019 -4.612339 2.583318 0.0823 -0.0059 -0.0662



[2]
105
Properties=species:S:1:pos:R:3:forces:R:3 method="wB97M-V/def2-TZVPD" de_lowest_kcal_mol=0.0 orbital_gap_ev=10.48 homo_ev=-10.36 e_tot_ev=-281783.1728
C 4.285612 4.699435 -2.019893 -0.4775 -0.5943 -1.1626
O 4.179035 5.256575 -0.724584 0.6381 0.2785 -0.2421
C 4.094605 4.399469 0.276698 -0.5159 0.1053 0.2809
O 4.153769 3.202380 0.214653 0.0712 -0.6063 -0.2374
O 3.862584 5.095944 1.373059 -0.1061 0.5518 0.2596
C 3.539810 4.372692 2.551147 0.1536 -0.4724 0.4895
H 3.339580 4.223612 -2.276121 -0.0333 0.0193 0.0131
H 5.050771 3.943541 -2.198737 0.2611 0.1041 0.7480
H 4.457032 5.499688 -2.733554 -0.0360 0.2843 0.2744
H 4.449148 4.096309 3.087266 0.0201 0.0874 -0.0144
H 2.995955 3.451528 2.354261 -0.0669 0.1156 -0.2404
H 2.932934 5.019829 3.176010 0.0301 0.0942 -0.0661
C -1.109004 1.936182 -2.040595 -0.4706 0.1327 0.3398
O -2.250882 2.280116 -2.833523 0.2544 -0.8329 -0.9423
C -3.094348 3.174436 -2.361401 -0.1553 0.0999 -0.1604
O -2.924777 3.874056 -1.398105 0.1650 0.0897 0.2272
O -4.185271 3.270445 -3.114134 -0.3840 0.1870 0.3462
C -4.423592 2.397489 -4.223175 0.2556 0.2723 0.1267
H -0.589528 2.859350 -1.804913 0.1899 -0.1940 0.4111
H -0.464796 1.267097 -2.603706 -0.1687 0.1018 -0.3154
H -1.495660 1.390340 -1.182085 0.3663 0.2897 0.2924
H -3.534413 2.387860 -4.852888 -0.2601 -0.1188 -0.2096
H -5.283796 2.852141 -4.706191 0.1101 -0.1207 -0.2464
H -4.681564 1.384346 -3.910199 0.1305 0.0533 0.1568
C -0.592324 2.099227 5.130120 -1.4137 1.0354 0.1792
O 0.252140 1.022349 4.785544 -0.0625 0.2388 0.5207
C 1.529465 1.323845 4.575969 -0.4619 -1.1850 -0.1096
O 2.010733 2.405702 4.468811 0.3862 1.1988 0.0952
O 2.152854 0.162019 4.449789 0.3402 -0.3520 -0.2339
C 3.562532 0.227801 4.330128 0.9148 -0.2510 0.1261
H -0.358095 3.036566 4.623137 0.0965 -0.3459 -0.4374
H -0.664454 2.399420 6.182866 0.7590 -0.7360 0.1649
H -1.597522 1.765333 4.881393 0.0664 0.1464 -0.2191
H 3.899385 1.158061 3.878053 -0.1264 0.0528 0.0590
H 3.932184 -0.607205 3.736026 -0.4434 -0.0422 -0.1823
H 4.014837 0.095563 5.314857 -0.0839 0.2631 0.0493
C 0.960185 1.357307 1.160407 0.1363 0.3644 1.4249
O 0.334512 0.452923 0.260205 -0.0818 1.1339 -0.2525
C 0.645820 -0.817037 0.355281 0.3333 -1.1231 -0.5630
O 1.459051 -1.323586 1.074608 0.3065 0.0111 0.6942
O -0.070923 -1.477483 -0.551869 -0.6585 0.4149 -0.3573
C 0.154302 -2.870477 -0.734093 0.9566 -0.5039 -0.0736
H 0.923393 2.383096 0.806664 -0.1092 -0.2733 -0.6845
H 1.986752 1.106366 1.428000 0.0265 -0.2937 -0.4237
H 0.402660 1.383253 2.098917 -0.0006 -0.2568 -0.0263
H 0.077334 -3.424855 0.199532 -0.2061 0.0651 0.0179
H 1.154989 -3.047935 -1.136543 0.0488 0.2420 0.1751
H -0.533581 -3.231856 -1.493204 -0.3718 0.1950 0.2556
C -7.095532 -0.912316 -1.460102 0.2552 -0.0977 -0.6202
O -5.668632 -0.809753 -1.571447 -0.0585 -0.4085 0.0825
C -5.090016 0.253107 -1.011017 -0.3303 -0.6028 -0.3891
O -5.676525 1.182686 -0.555004 -0.2199 0.8380 0.3986
O -3.770589 0.162304 -1.047245 0.7513 0.7130 0.3416
C -3.198049 -1.070265 -1.454482 -0.1702 -0.5887 -1.2963
H -7.426855 -0.663104 -0.456997 -0.0665 0.0426 -0.0397
H -7.299591 -1.946054 -1.730313 -0.1160 -0.0045 0.2611
H -7.552756 -0.282293 -2.223972 -0.1003 0.1925 0.2888
H -3.493298 -1.270993 -2.488261 -0.2883 -0.2078 0.1779
H -3.566686 -1.857750 -0.804370 0.3176 -0.2204 0.0050
H -2.116292 -1.018530 -1.526939 0.0074 0.4236 0.7984
C 0.012516 5.716891 -1.536695 0.3812 -0.1237 -0.1771
Cl 0.568947 4.895620 -0.061483 -0.1193 0.2192 -0.1378
Cl 0.832800 5.072457 -2.980390 -0.2042 -0.0921 -0.0520
H -1.053621 5.559708 -1.648927 -0.0219 -0.0142 0.1015
H 0.308955 6.756521 -1.502204 -0.1902 0.0610 0.2862
C 4.391509 0.323642 -0.516857 0.1167 -0.7181 -0.0551
Cl 4.067130 -1.369052 -1.034584 -0.1822 0.2733 0.1180
Cl 5.675660 0.983279 -1.542658 -0.2418 0.1244 0.2629
H 3.475733 0.896595 -0.570114 0.0753 0.1321 -0.3879
H 4.703546 0.271278 0.519039 0.2787 0.1081 -0.0658
C 4.659475 -5.124957 -0.229416 -0.3251 -0.0975 0.0889
Cl 2.902648 -5.075452 -0.506922 0.2644 -0.0258 0.1168
Cl 5.052350 -5.780158 1.370862 0.0021 0.0683 -0.0789
H 5.084697 -5.777884 -0.980028 0.0779 0.0197 -0.0112
H 5.042194 -4.114268 -0.290545 0.0100 0.0208 -0.0247
C -3.552180 2.745083 1.484378 -0.4660 0.4264 0.3518
Cl -2.138927 1.886125 2.130826 -0.2127 0.2448 -0.4489
Cl -4.942486 2.607230 2.593840 0.2237 -0.0477 -0.1808
H -3.300580 3.795921 1.419480 0.1013 -0.0251 -0.0193
H -3.849506 2.371628 0.514682 0.0989 -0.2985 0.0387
C 2.007689 -3.045387 3.675020 -0.1694 0.2200 -0.7498
Cl 1.068050 -4.428685 3.071186 0.1456 -0.1061 0.1332
Cl 2.103327 -2.954193 5.415481 0.0511 -0.1890 0.3478
H 2.997048 -3.127244 3.239118 0.0626 -0.0649 0.1474
H 1.513036 -2.156990 3.301994 0.0092 0.0452 0.0862
C -2.100408 -1.311642 2.858981 -0.7450 -0.2852 0.1434
Cl -3.835691 -1.581878 2.482762 0.0967 -0.0459 0.1250
Cl -1.500758 -2.332268 4.157322 -0.0365 -0.1307 0.0928
H -1.600734 -1.572538 1.934541 0.3832 0.3555 0.0913
H -2.047375 -0.291261 3.212620 0.3193 -0.0885 -0.3817
C -1.855058 -3.538502 -5.014078 0.1524 0.2382 0.0249
Cl -2.489885 -3.952947 -3.408712 0.0926 -0.0746 -0.2052
Cl -3.096133 -3.540589 -6.263794 -0.1503 -0.0514 -0.0520
H -1.442630 -2.537077 -4.966898 -0.0155 0.0030 0.0906
H -1.081410 -4.240465 -5.298634 -0.0644 -0.1431 0.1537
C 2.821344 -4.913782 -4.884053 -0.5109 0.0563 -0.1387
Cl 4.332549 -5.242914 -4.053271 0.0804 -0.0533 -0.1068
Cl 1.566861 -4.333270 -3.758625 0.0560 0.0356 -0.2185
H 2.969702 -4.166683 -5.655572 0.1503 0.1738 0.2019
H 2.428341 -5.807456 -5.356167 0.1936 -0.1857 0.2071
C -1.567885 -6.294487 1.547058 1.3725 -0.4342 0.1890
Cl -2.314435 -4.715235 1.378694 -0.4010 -0.3379 -0.0057
Cl -1.041486 -7.025893 0.002169 -0.2765 0.2290 0.0832
H -0.651387 -6.150578 2.111018 0.0072 0.1711 -0.0864
H -2.108171 -7.058567 2.095866 -0.7744 0.4016 -0.2341